# 1
Density functional theory data (the ωB97M-V functional and the def2-TZVPD basis) for C12H30MnO6 as an isolated structure in a non-equilibrium geometry.

Geometry (Å):
Mn 0.08 0.13 -0.18
C -1.05 -3.81 -1.60
C 0.34 -3.34 -0.99
O 0.40 -1.98 -0.79
H -0.75 -4.68 -2.18
H -1.46 -3.15 -2.37
H -1.82 -3.92 -0.83
H 1.12 -3.68 -1.67
H 0.50 -3.95 -0.10
C 2.57 0.18 -3.11
C 2.46 1.17 -1.95
O 1.14 1.30 -1.52
H 3.59 -0.11 -3.34
H 2.03 0.57 -3.97
H 2.15 -0.74 -2.70
H 2.86 2.16 -2.17
H 2.97 0.77 -1.08
C -2.45 0.76 -2.07
O -1.86 0.31 -0.84
C -2.85 -0.29 0.05
C -2.42 -0.29 1.56
O -1.01 -0.60 1.60
C -0.54 -0.87 2.88
H -3.38 0.24 -2.32
H -1.70 0.47 -2.79
H -2.60 1.84 -2.07
H -2.99 -1.31 -0.33
H -3.67 0.41 0.13
H -3.10 -1.01 2.01
H -2.60 0.70 1.97
H 0.45 -1.33 2.90
H -1.05 -1.74 3.31
H -0.48 -0.03 3.56
C -1.31 3.09 0.65
O -0.47 2.01 1.07
C 0.73 2.51 1.57
C 1.75 1.49 2.01
O 1.64 0.41 1.14
C 2.60 -0.61 1.20
H -1.53 3.84 1.42
H -2.24 2.61 0.34
H -0.89 3.68 -0.16
H 0.57 3.22 2.39
H 1.26 3.00 0.75
H 1.59 1.21 3.05
H 2.74 1.96 1.99
H 2.37 -1.39 1.93
H 3.55 -0.12 1.41
H 2.78 -1.07 0.23

Orbital gap (spin up / spin down), eV: 7.18 / 7.30
Energy, Eh: -2077.5087
HOMO (spin up / spin down), Eh: -0.250 / -0.254
Energy relative to the best compared isomer or geometry (same formula, charge and spin), kcal/mol: 49.4
Spin multiplicity: 6

# 2
Density functional theory data (the ωB97M-V functional and the def2-TZVPD basis) for C33H44BrCuNO2Se as an isolated structure.

Geometry (Å):
Cu 0.07 0.13 0.03
C -0.52 -2.52 6.63
C 0.05 -1.10 6.62
C -1.00 -0.11 7.14
C 1.25 -1.06 7.57
C 0.44 -0.73 5.19
C -0.53 -0.71 4.20
C -0.18 -0.43 2.88
Se -1.55 -0.77 1.53
C -2.58 0.81 1.02
C -3.79 0.98 1.68
C -4.70 1.92 1.23
C -4.33 2.67 0.12
C -3.13 2.53 -0.57
C -2.22 1.52 -0.15
O -1.10 1.25 -0.79
C -2.92 3.49 -1.76
C -4.00 3.21 -2.82
C -1.56 3.43 -2.46
C -3.07 4.93 -1.25
C -6.07 2.06 1.91
C -6.82 0.72 1.78
C -5.87 2.40 3.39
C -6.93 3.15 1.27
C 1.15 -0.19 2.48
O 1.46 0.04 1.21
C 2.14 -0.19 3.50
C 1.75 -0.46 4.80
C 3.61 0.11 3.17
C 3.72 1.51 2.54
C 4.48 0.09 4.43
C 4.18 -0.96 2.21
H -0.79 -2.82 7.65
H 0.22 -3.23 6.25
H -1.41 -2.60 6.01
H -1.30 -0.37 8.16
H -1.90 -0.13 6.52
H -0.61 0.90 7.14
H 0.93 -1.33 8.58
H 1.69 -0.06 7.62
H 2.02 -1.77 7.27
H -1.57 -0.91 4.42
H -4.00 0.36 2.54
H -5.01 3.43 -0.24
H -3.92 2.19 -3.18
H -3.87 3.89 -3.67
H -5.00 3.36 -2.42
H -1.39 2.46 -2.94
H -0.74 3.60 -1.77
H -1.52 4.20 -3.24
H -4.05 5.11 -0.81
H -2.94 5.64 -2.07
H -2.32 5.15 -0.49
H -6.27 -0.09 2.26
H -6.96 0.47 0.73
H -7.80 0.79 2.25
H -5.29 1.63 3.90
H -6.84 2.50 3.89
H -5.34 3.35 3.49
H -7.13 2.93 0.21
H -6.45 4.13 1.34
H -7.88 3.21 1.78
H 2.52 -0.46 5.56
H 3.35 2.26 3.24
H 3.14 1.56 1.63
H 4.76 1.74 2.30
H 4.16 0.85 5.15
H 5.51 0.32 4.15
H 4.48 -0.88 4.91
H 3.65 -0.94 1.27
H 4.08 -1.95 2.65
H 5.24 -0.76 2.02
Br 2.05 -5.34 -1.05
C 0.80 -3.99 -1.49
C -0.23 -4.25 -2.37
C -1.12 -3.22 -2.65
C -0.94 -1.99 -2.05
N 0.07 -1.75 -1.22
C 0.93 -2.73 -0.93
H -0.33 -5.22 -2.82
H -1.95 -3.39 -3.33
H -1.61 -1.16 -2.23
H 1.72 -2.49 -0.23

Orbital gap (spin up / spin down), eV: 7.75 / 6.45
Energy, Eh: -8105.0436
HOMO (spin up / spin down), Eh: -0.282 / -0.280
Spin multiplicity: 2

- The highest spin multiplicity belongs to which entry?
  C12H30MnO6